# 1
56
Properties=species:S:1:pos:R:3:forces:R:3 method="wB97M-V/def2-TZVPD" energy_ev=-48782.9853 e_homo_ev=-8.0 mol_weight_g_mol=457.6 e_above_lowest_kj_mol=74.9 e_lumo_ev=-0.2 orbital_gap_ev=7.81
C -3.380462 -1.173462 2.719965 -0.02 0.13 0.26
O -3.104126 -1.571101 1.400419 0.26 -0.21 -0.39
C -1.807036 -1.575752 0.987268 -0.19 -0.15 -0.22
C -0.728111 -1.131852 1.739243 -0.19 0.02 0.09
C 0.558320 -1.183408 1.226445 0.09 -0.08 -0.05
C 0.784480 -1.696539 -0.034093 0.09 0.02 0.07
C -0.282963 -2.135334 -0.799988 -0.27 -0.13 -0.01
C -1.577624 -2.064331 -0.312915 -0.03 -0.02 0.26
O -2.675740 -2.508596 -1.025113 0.15 0.00 0.29
C -2.829311 -2.034405 -2.340548 -0.22 0.36 -0.22
C -3.532461 -0.659727 -2.378157 -0.02 -0.69 -0.21
N -2.836417 0.305734 -1.570495 0.23 0.16 -0.03
C -1.523978 0.600221 -1.697707 0.26 0.33 0.11
C -1.098462 1.412327 -0.660864 -0.42 -0.20 -0.34
C 0.214144 1.844313 -0.353737 0.59 -0.19 -0.36
C 1.374319 1.524525 -0.988101 -0.42 0.80 1.05
C 1.446187 0.733783 -2.140181 -0.10 -0.41 -0.64
N 1.558489 0.096072 -3.092964 -0.03 -0.12 -0.13
C 2.651927 1.985684 -0.377763 0.09 0.06 -0.18
O 2.685201 2.706682 0.600579 -0.09 0.08 0.26
N 3.770792 1.530862 -0.997002 0.12 -0.09 -0.21
C 5.078711 1.684093 -0.407454 0.07 0.34 0.17
C 5.617569 0.377518 0.079626 -0.18 -0.25 0.06
C 6.903536 -0.063046 0.100526 -0.23 0.21 -0.05
C 7.034535 -1.358942 0.651337 -0.03 -0.21 0.13
C 5.844926 -1.884201 1.033235 -0.29 0.10 0.04
S 4.536264 -0.807737 0.739114 0.56 0.09 -0.12
C -2.264515 1.648865 0.149586 -0.27 -0.23 -0.24
C -2.491885 2.388950 1.305410 -0.09 -0.02 0.03
C -3.764277 2.404671 1.835941 0.11 0.14 0.14
C -4.805723 1.692888 1.238201 -0.11 -0.08 -0.09
C -4.604049 0.947787 0.095158 -0.11 -0.04 -0.03
C -3.325736 0.930915 -0.445772 0.11 0.52 0.56
H -3.105535 -0.127986 2.891262 -0.01 -0.05 -0.01
H -4.457041 -1.283413 2.839063 0.06 0.03 0.04
H -2.867709 -1.812360 3.446313 0.00 0.01 -0.02
H -0.883587 -0.730521 2.727661 -0.07 0.04 0.10
H 1.383900 -0.822691 1.820530 0.09 0.04 0.08
H 1.786910 -1.758238 -0.427725 0.11 0.01 -0.07
H -0.098305 -2.539004 -1.784226 -0.02 -0.04 -0.11
H -1.867903 -1.970566 -2.860791 -0.07 -0.06 0.01
H -3.459529 -2.765205 -2.854684 0.12 0.11 -0.04
H -3.585968 -0.318871 -3.418280 -0.09 -0.02 0.09
H -4.542913 -0.765365 -1.982633 0.08 0.04 -0.08
H -0.953171 0.226343 -2.524638 0.06 -0.16 -0.14
H 0.329996 2.464191 0.527327 0.12 0.01 0.04
H 3.679300 0.885410 -1.767555 -0.03 0.04 0.04
H 5.774716 2.122703 -1.131289 -0.06 -0.03 0.14
H 4.951521 2.383781 0.428159 0.08 -0.08 -0.22
H 7.732921 0.516699 -0.263428 0.13 0.15 -0.11
H 7.974037 -1.872331 0.750474 0.14 -0.13 0.02
H 5.645014 -2.841861 1.470680 0.02 -0.22 0.08
H -1.690405 2.940921 1.772342 0.08 0.08 0.07
H -3.964816 2.975638 2.730626 0.00 0.06 0.07
H -5.789161 1.726548 1.682678 -0.09 -0.01 0.02
H -5.418805 0.398700 -0.351068 -0.08 -0.06 -0.03

---

# 2
16
Properties=species:S:1:pos:R:3:forces:R:3 method="wB97M-V/def2-TZVPD" smiles="CC(=O)Nc1ncc[nH]1" energy_ev=-11814.2156 e_homo_ev=-8.0 mol_weight_g_mol=125.1 e_above_lowest_kj_mol=209.8 e_lumo_ev=0.2 orbital_gap_ev=8.24
C 2.265254 0.336778 -1.935296 -0.99 -3.34 -0.46
C 0.964403 -0.140221 -1.462168 -3.76 -3.93 -1.45
O 0.216549 -0.890508 -2.143415 2.12 2.14 1.35
N 0.617461 0.190063 -0.186096 5.43 4.28 0.28
C -0.498780 -0.131621 0.499881 -2.05 0.13 0.53
N -1.418042 -1.044675 0.109653 1.95 2.23 2.30
C -2.274727 -0.959851 1.178397 -4.09 -3.14 0.14
C -1.968867 -0.043495 2.142863 0.92 -1.18 -3.18
N -0.807428 0.551948 1.690179 1.90 1.83 -0.12
H 2.142708 1.305518 -2.095356 0.28 4.60 -0.62
H 2.352623 -0.164076 -2.863187 0.50 -0.30 -1.05
H 3.035325 0.036229 -1.305518 1.51 -0.09 1.23
H 1.432983 1.001208 0.143852 -3.76 -3.18 -0.33
H -3.246155 -1.760514 1.156763 2.92 2.64 0.33
H -2.471617 0.206464 2.978511 -1.34 0.87 2.58
H -0.341690 1.506754 2.090937 -1.54 -3.56 -1.53

---

# 3
104
Properties=species:S:1:pos:R:3:forces:R:3 method="wB97M-V/def2-TZVPD" s_squared=8.815 energy_ev=-65579.8162 e_homo_ev="-3.7 / -4.3" mol_weight_g_mol=852.1 total_charge=-1 e_above_lowest_kj_mol=0.0 e_lumo_ev="2.5 / 2.1" spin_multiplicity=6 orbital_gap_ev="6.20 / 6.39"
Ir -0.669194 -0.065425 -0.366467 1.21 0.34 1.11
C -2.662700 4.416757 -0.861141 -0.22 0.19 0.48
O -1.935731 4.709202 0.341527 -0.26 0.06 0.06
C -2.117821 3.882420 1.442263 -0.07 -0.12 -0.77
C -2.328139 4.494801 2.664228 0.72 0.04 -1.29
C -2.242175 3.768546 3.832939 -0.50 -0.27 0.38
C -2.163678 2.405168 3.741228 -0.30 -0.79 0.82
C -2.085721 1.717250 2.522360 -0.02 0.54 -0.25
C -2.073311 0.279184 2.559431 0.30 -0.52 0.77
N -1.655967 -0.510612 1.637887 -0.26 -0.70 0.53
N -1.665703 -1.856106 2.065301 -0.21 0.92 -0.29
C -1.340569 -2.662353 1.106434 0.21 -0.44 -0.87
O -1.012396 -2.384456 -0.115692 -0.22 0.10 0.82
C -1.341983 -4.107724 1.511101 -0.03 -0.06 0.39
C -1.263972 -5.105496 0.565412 0.30 -0.06 -0.02
C -1.191539 -6.440652 0.961822 0.04 -0.79 -2.13
C -1.232797 -6.800061 2.284226 0.08 -0.14 0.73
C -1.327236 -5.812180 3.247020 -0.26 1.00 -0.70
C -1.402505 -4.480823 2.850332 -0.04 0.24 0.70
C -1.973219 2.453239 1.299373 0.05 -0.01 0.62
O -1.775994 1.894052 0.160364 0.06 0.30 -0.02
H -2.289421 5.075340 -1.640071 0.02 0.28 0.11
H -3.747510 4.570944 -0.728660 0.29 0.03 0.06
H -2.473163 3.410063 -1.165163 -0.05 -0.65 -0.20
H -2.434146 5.565189 2.644807 -0.03 0.29 0.11
H -2.351530 4.249070 4.786966 0.02 0.12 0.28
H -2.218815 1.817691 4.669935 0.12 0.15 -0.44
H -2.370446 -0.239437 3.512753 0.26 0.65 -0.77
H -1.221999 -4.762044 -0.456833 0.04 -0.35 -0.27
H -1.098232 -7.213068 0.147881 -0.15 0.74 1.04
H -1.194999 -7.815109 2.650403 0.07 -0.29 -0.41
H -1.381800 -6.061005 4.281494 0.01 -0.16 0.62
H -1.525598 -3.682393 3.580263 0.14 -0.23 -0.07
C -4.731915 -0.090031 -0.187049 0.18 -1.25 -0.88
C -4.630198 -0.506755 -1.706357 -0.99 -0.76 0.21
C -3.950810 -1.915857 -1.817548 -0.44 1.37 0.50
C -4.043186 0.523679 -2.624691 1.32 0.61 0.39
C -4.831607 1.354509 -3.377870 -0.59 -0.05 0.18
C -4.320444 2.367168 -4.153772 1.32 0.64 -0.54
C -2.921403 2.550811 -4.238994 -1.19 -0.02 -0.13
C -2.049075 1.752177 -3.537841 -0.44 0.19 -0.09
C -0.583950 1.979098 -3.749244 1.70 1.22 -0.16
C 0.298821 0.760171 -4.055764 -0.76 0.10 0.46
C 0.140236 2.867051 -2.665669 0.02 -0.16 -0.90
C -2.617161 0.789068 -2.645466 -0.25 -0.46 -0.25
N -1.838104 0.143700 -1.819942 -0.15 -0.51 -0.02
H -5.602807 -0.608454 0.242891 0.24 0.23 -0.01
H -4.826948 0.962665 -0.066204 -0.27 0.94 0.03
H -3.845908 -0.389924 0.373056 0.02 -0.05 -0.15
H -5.696047 -0.591466 -2.061273 0.82 -0.10 0.28
H -3.004251 -1.859930 -1.299479 0.19 -0.27 0.10
H -3.764330 -2.215304 -2.828614 0.04 -0.06 -0.75
H -4.582801 -2.656102 -1.356293 -0.26 -0.35 0.31
H -5.898557 1.270029 -3.308428 -0.51 -0.26 -0.02
H -4.957639 3.019208 -4.737588 -0.14 -0.04 0.09
H -2.555055 3.343050 -4.878564 0.17 0.01 -0.08
H -0.528044 2.602012 -4.648282 -0.16 -0.05 -0.14
H 0.408952 0.189475 -3.137935 0.18 -0.32 -0.05
H 1.270843 1.086195 -4.405981 0.25 0.13 -0.03
H -0.153486 0.144974 -4.827921 -0.07 -0.24 -0.05
H 0.074005 2.353742 -1.728153 0.08 -0.05 0.77
H -0.311654 3.858511 -2.582864 -0.18 -0.16 0.08
H 1.218965 3.049848 -2.909477 -0.80 -0.42 -0.01
C 5.330666 1.104373 0.089821 0.64 -0.38 0.35
C 3.885609 1.111889 -0.381263 -0.77 0.69 -0.33
C 3.339038 2.568169 -0.190398 0.69 0.01 0.43
C 3.792026 0.922435 -1.914677 1.29 -0.44 -0.09
P 2.685495 -0.089481 0.461348 0.30 -0.18 0.13
N 1.218939 0.258078 0.106428 -0.55 0.17 0.05
C 3.045203 -0.025573 2.337907 -0.35 -0.49 0.05
C 3.114548 1.421819 2.872445 0.31 0.31 0.52
C 4.313018 -0.816188 2.817230 -0.23 0.01 -0.47
C 1.783781 -0.653203 3.018855 0.64 0.01 0.70
C 3.024177 -1.832738 -0.165337 0.52 -0.83 0.32
C 4.536612 -2.222215 -0.208398 -0.58 0.49 -0.51
C 2.246707 -2.898701 0.680388 0.84 0.20 -0.27
C 2.434096 -1.991995 -1.571912 0.57 0.64 -0.88
H 5.925163 1.839484 -0.460234 -0.12 -0.02 -0.27
H 5.840063 0.130798 -0.007036 -0.24 0.40 -0.04
H 5.434172 1.412608 1.134723 -0.20 -0.12 -0.06
H 3.807885 3.219396 -0.935441 -0.01 -0.17 -0.14
H 3.640965 3.021230 0.762873 -0.33 -0.34 -0.04
H 2.269474 2.637030 -0.321098 -0.35 -0.10 0.07
H 4.323297 1.786052 -2.329090 -0.13 -0.05 -0.20
H 2.764908 0.942599 -2.269132 -0.07 -0.12 0.02
H 4.344860 0.029585 -2.307107 -0.63 0.60 0.45
H 4.031312 1.990221 2.621148 -0.41 -0.47 -0.08
H 3.098986 1.376515 3.982978 0.00 -0.11 -0.48
H 2.247320 2.033795 2.596310 0.12 -0.26 -0.19
H 5.233033 -0.460277 2.291867 -0.60 -0.10 0.77
H 4.246191 -1.903664 2.581194 -0.17 0.80 0.39
H 4.366147 -0.690827 3.928967 0.26 -0.08 -0.90
H 0.875947 -0.070950 2.833886 0.24 0.03 0.09
H 2.021962 -0.695750 4.114915 -0.42 0.18 -0.72
H 1.571730 -1.677413 2.718879 0.09 0.12 -0.08
H 4.979370 -2.223889 0.777889 0.17 -0.08 0.10
H 5.091026 -1.512518 -0.837106 -0.10 -0.27 0.12
H 4.664782 -3.213512 -0.660762 -0.15 0.07 0.14
H 2.672392 -3.047490 1.664296 0.20 0.03 0.25
H 2.306413 -3.872679 0.174925 -0.03 0.25 -0.07
H 1.209442 -2.638696 0.794989 -0.41 0.12 -0.13
H 2.835724 -1.289240 -2.342151 -0.09 -0.70 0.72
H 1.364842 -1.801893 -1.575503 -0.18 -0.39 0.12
H 2.686243 -3.020441 -1.880041 -0.39 0.30 -0.09